1.
ORCA calculation (the ωB97M-V functional and the def2-TZVPD basis) on 5 unconnected molecules or ions with the total composition C34H65Br3N2O19P2S4 in a non-equilibrium geometry.

```
129
Properties=species:S:1:pos:R:3:lowdin_charge:R:1
C -1.3976 0.4938 0.8928 -0.05
C -1.2519 -0.4751 -0.2657 -0.24
O -1.9178 -0.0292 -1.4711 -0.19
P -1.1162 1.0170 -2.3391 0.48
O -0.8620 2.2942 -1.6520 -0.24
C 0.3993 0.2431 -2.9269 -0.17
C 1.6025 0.4923 -1.9637 -0.22
C 2.7294 1.1290 -2.7607 -0.12
C 4.0853 1.2892 -2.0622 -0.26
N 5.1136 1.8963 -2.9533 -0.08
C 6.4066 1.2072 -3.0162 -0.06
C 4.6715 2.2250 -4.2806 -0.48
C 3.9999 3.5407 -4.5437 0.02
O 4.8348 1.4606 -5.1838 0.13
C 4.5131 -0.1640 -1.7700 -0.48
O 4.3494 -1.1093 -2.4389 0.22
O 5.1784 -0.2001 -0.5888 -0.04
C 4.5917 0.7585 0.2690 -0.67
Br 3.0909 -0.2926 1.0771 0.82
C 5.6375 0.9953 1.4243 -0.68
Br 4.7554 1.0630 3.1658 0.69
C 6.7395 -0.0647 1.4729 -0.29
C 6.3962 -1.4471 1.9946 -0.13
C 4.1647 1.9400 -0.6244 -0.36
C 2.9621 2.7334 -0.1494 -0.37
C 2.2434 3.5894 -0.9896 -0.05
C 1.1585 4.3158 -0.5129 -0.05
C 0.8407 4.1822 0.8380 -0.05
C 1.6397 3.3408 1.6073 -0.14
N 2.6615 2.6250 1.1481 0.03
P 5.5727 3.2740 -0.6927 0.71
O 4.9517 4.3765 -1.7148 -0.38
Br 5.3013 4.4151 1.2306 0.43
O -2.0699 1.2128 -3.6014 -0.19
C -1.5654 2.0970 -4.6102 -0.29
C -1.5140 1.4014 -5.9494 -0.07
H -1.3305 -0.0724 1.8189 0.09
H -0.6050 1.2334 0.9365 0.06
H -2.3570 0.9929 0.8352 0.06
H -1.7185 -1.4158 0.0054 0.10
H -0.1957 -0.6836 -0.4305 0.10
H 0.2115 -0.8274 -3.0037 0.11
H 0.6421 0.5608 -3.9366 0.08
H 1.8702 -0.4799 -1.5734 0.08
H 1.2326 1.1381 -1.1762 0.08
H 2.3368 2.0680 -3.1327 0.09
H 2.8783 0.5080 -3.6405 0.13
H 6.3850 0.2871 -3.5949 0.10
H 6.8184 1.0514 -2.0273 0.07
H 7.1055 1.8684 -3.5243 0.10
H 4.3104 3.8305 -5.5436 0.09
H 2.9229 3.4153 -4.5895 0.08
H 4.2966 4.3234 -3.8613 0.06
H 6.1204 1.9606 1.3827 -0.02
H 7.2629 -0.1138 0.5231 0.11
H 7.4686 0.3503 2.1697 0.11
H 5.5918 -1.9296 1.4493 0.05
H 6.1791 -1.4601 3.0556 0.05
H 7.2762 -2.0717 1.8491 0.06
H 2.5357 3.6926 -2.0200 0.09
H 0.5909 4.9675 -1.1561 0.11
H 0.0254 4.7224 1.2896 0.10
H 1.4215 3.2497 2.6649 0.11
H 4.6079 5.1436 -1.2365 0.04
H -0.5744 2.4837 -4.3724 0.10
H -2.2191 2.9637 -4.6373 0.12
H -1.4000 2.1308 -6.7456 0.08
H -2.4223 0.8265 -6.0989 0.08
H -0.6629 0.7261 -6.0012 0.07
O -3.0695 -4.7190 3.5484 -0.27
S -2.9238 -4.7795 2.1280 0.57
O -2.5110 -3.6200 1.3968 -0.28
O -4.2686 -5.3425 1.4983 -0.26
C -5.5067 -4.6904 1.8655 -0.24
C -5.6862 -3.3739 1.1436 -0.07
C -1.8898 -6.1327 1.6899 -0.12
H -5.5511 -4.5613 2.9475 0.12
H -6.2928 -5.3897 1.5888 0.12
H -4.9528 -2.6413 1.4793 0.06
H -6.6794 -2.9665 1.3310 0.07
H -5.5524 -3.5055 0.0691 0.09
H -2.2316 -7.0192 2.2160 0.08
H -0.8785 -5.8733 1.9947 0.08
H -1.9349 -6.2725 0.6134 0.08
O 9.9249 -2.3057 2.4223 -0.28
S 10.9433 -3.1506 2.9669 0.56
O 12.2015 -2.5983 3.3582 -0.27
O 11.1876 -4.3604 1.9668 -0.26
C 11.4594 -4.0428 0.5844 -0.25
C 12.8828 -3.5715 0.3663 -0.07
C 10.2849 -4.0923 4.2978 -0.12
H 10.7353 -3.3084 0.2289 0.11
H 11.2804 -4.9677 0.0403 0.12
H 13.0568 -2.6044 0.8356 0.07
H 13.0819 -3.4750 -0.7011 0.08
H 13.5908 -4.2788 0.7975 0.08
H 9.3480 -4.5412 3.9807 0.08
H 10.1187 -3.4042 5.1234 0.08
H 11.0093 -4.8514 4.5793 0.08
O -7.3625 -0.2803 1.6126 -0.29
S -6.2985 0.6560 1.8322 0.56
O -5.4891 0.5709 3.0063 -0.26
O -6.8933 2.1166 1.7042 -0.25
C -8.0604 2.4418 2.4986 -0.24
C -7.7158 2.7054 3.9500 -0.07
C -5.2520 0.6831 0.4234 -0.11
H -8.8044 1.6509 2.3987 0.10
H -8.4745 3.3357 2.0382 0.13
H -7.3771 1.7986 4.4492 0.07
H -8.5949 3.0774 4.4760 0.08
H -6.9160 3.4419 4.0278 0.08
H -5.8576 0.7823 -0.4729 0.08
H -4.7065 -0.2587 0.4127 0.07
H -4.5614 1.5158 0.5208 0.07
O -11.3195 -0.0426 2.4279 -0.27
S -11.2076 -0.0842 1.0014 0.56
O -10.7333 1.0614 0.2875 -0.28
O -12.6094 -0.5288 0.3942 -0.26
C -13.7802 0.2077 0.8053 -0.25
C -13.8998 1.5467 0.1057 -0.07
C -10.2832 -1.4943 0.5143 -0.11
H -13.7784 0.3217 1.8902 0.11
H -14.6228 -0.4297 0.5452 0.12
H -13.1102 2.2287 0.4174 0.07
H -14.8608 2.0043 0.3418 0.08
H -13.8206 1.4231 -0.9741 0.08
H -10.6761 -2.3655 1.0310 0.08
H -9.2502 -1.3060 0.8035 0.04
H -10.3628 -1.6068 -0.5637 0.08
```

Output
- Calculated total energy: -350242.6051 eV
- HOMO energy: -0.321 hartree
- Orbital gap: 9.109 eV


2.
ORCA calculation (the ωB97M-V functional and the def2-TZVPD basis) on a molecular structure, C40H41Br2N8O4V in a non-equilibrium geometry.

```
96
Properties=species:S:1:pos:R:3:lowdin_spin:R:1
V -0.5843 -0.4512 -0.6161 2.67
C -2.7846 1.0556 -1.8183 0.01
C -1.8462 2.0562 -1.1397 0.01
N -0.4932 1.4957 -1.1475 0.02
C 0.2679 1.6636 -2.3900 0.01
C -0.0108 0.5188 -3.3834 0.01
N -0.4649 -0.6981 -2.6691 0.02
C -1.6702 -1.3430 -3.2286 0.01
C -2.7621 -1.3976 -2.1386 0.01
N -2.5363 -0.2748 -1.2230 0.03
H -2.5632 1.0205 -2.8837 0.00
H -3.8253 1.3605 -1.7048 0.00
H -2.1451 2.1760 -0.1019 0.00
H -1.8880 3.0341 -1.6337 0.00
H 0.0463 1.9161 -0.3941 0.00
H 1.3086 1.6431 -2.0876 0.00
H 0.0642 2.6300 -2.8662 0.00
H 0.9030 0.2984 -3.9398 0.00
H -0.7664 0.8267 -4.1076 0.00
H 0.3305 -1.3464 -2.6469 0.01
H -1.4546 -2.3505 -3.5787 0.00
H -2.0325 -0.7823 -4.0914 0.00
H -2.6586 -2.3200 -1.5647 0.00
H -3.7637 -1.3843 -2.5853 0.00
H -3.1407 -0.3645 -0.4134 0.01
C 4.7807 1.1355 0.6529 0.00
O 3.7939 1.2454 1.6737 0.00
C 2.6353 1.6184 1.0647 0.00
N 2.6828 1.8610 -0.1760 0.00
C 4.0948 1.7342 -0.5950 0.00
C 4.3931 0.9502 -1.8609 0.00
C 5.5509 0.1774 -1.9426 0.00
C 5.8479 -0.5455 -3.0883 0.00
C 4.9984 -0.5022 -4.1810 0.00
C 3.8780 0.3101 -4.1312 0.00
C 3.5886 1.0405 -2.9896 0.00
C 1.5472 1.7870 2.0737 0.00
C 2.0225 2.0830 3.3579 0.00
C 1.1390 2.2572 4.3970 0.00
C -0.2071 2.1351 4.1273 0.00
C -0.6096 1.8272 2.8285 0.00
N 0.2422 1.6482 1.7998 0.00
C -2.0708 1.6111 2.6985 0.00
N -2.6821 0.8808 1.8556 0.01
C -4.0977 0.8090 2.2754 0.00
C -4.1630 1.7705 3.4836 0.00
O -2.8027 2.1653 3.6851 0.00
C -5.0562 1.1505 1.1572 0.00
C -5.7570 0.1325 0.5178 0.00
C -6.6526 0.4209 -0.5022 0.00
C -6.8674 1.7367 -0.8844 0.00
C -6.1405 2.7533 -0.2815 0.00
C -5.2356 2.4624 0.7288 0.00
H 5.6753 1.6715 0.9640 0.00
H 4.9977 0.0748 0.5158 0.00
H 4.4379 2.7618 -0.7719 0.00
H 6.2584 0.1499 -1.1252 0.00
H 6.7518 -1.1386 -3.1208 0.00
H 5.2242 -1.0669 -5.0750 0.00
H 3.2295 0.3854 -4.9948 0.00
H 2.7426 1.7102 -2.9939 0.00
H 3.0814 2.1781 3.5291 0.00
H 1.4973 2.4736 5.3935 0.00
H -0.9462 2.2639 4.9024 0.00
H -4.2833 -0.2227 2.5908 0.00
H -4.7593 2.6596 3.2808 0.00
H -4.5318 1.2969 4.3913 0.00
H -5.6173 -0.8965 0.8305 0.00
H -7.1932 -0.3797 -0.9894 0.00
H -7.5975 1.9748 -1.6459 0.00
H -6.2751 3.7778 -0.6015 0.00
H -4.6734 3.2722 1.1786 0.00
Br 3.2636 -2.5641 4.5405 0.00
C 3.5047 -2.7348 2.6666 0.00
C 4.4127 -3.6491 2.1489 0.00
N 4.5634 -3.8278 0.8429 0.00
C 3.8245 -3.1084 0.0075 0.00
C 2.9121 -2.1514 0.4393 0.00
C 2.7476 -1.9654 1.8070 0.00
C 2.0031 -1.4313 -0.5168 0.02
O 1.9770 -1.7598 -1.7067 0.02
O 1.2453 -0.5480 0.0108 0.03
H 5.0421 -4.2499 2.7944 0.00
H 3.9550 -3.2898 -1.0524 0.00
H 2.0357 -1.2376 2.1700 0.00
Br -0.1406 -4.0935 -1.6710 0.01
C -0.2763 -3.5010 0.1157 0.03
C 0.0106 -4.4079 1.1236 0.00
C -0.1178 -4.0001 2.4357 0.02
C -0.5246 -2.6929 2.6815 0.00
C -0.8129 -1.8699 1.6174 0.03
N -0.7031 -2.2499 0.3248 0.02
H 0.3261 -5.4091 0.8710 0.00
H 0.0854 -4.6803 3.2503 0.00
H -0.5968 -2.3178 3.6925 0.00
H -1.1391 -0.8449 1.7572 0.00
```

Output
- Multiplicity: 4
- Net charge: +1
- Calculated total energy: -228026.3984 eV
- HOMO energy (spin up / spin down): -0.337 / -0.407 hartree
- Orbital gap (spin up / spin down): 6.676 / 8.563 eV
- Relative energy (zero: lowest compared OMol25 entry of this formula, charge and spin): 131.17 kJ/mol
- ⟨S²⟩: 3.759